[1]
# C6H11ClCoF3O2Pm

A structure of composition C6H11ClCoF3O2Pm (ωB97M-V with the def2-TZVPD basis set, OMol25).

The geometry in ORCA input format:
```
! RIJCOSX wB97M-V def2-TZVPD def2/J DEFGRID3
* xyz -1 9
Pm 0.4800 -0.4245 1.3199
Cl 0.0209 -2.1699 -0.8880
C 2.3850 0.7716 0.4428
H 2.5018 1.7120 1.0031
H 2.1958 1.0011 -0.6261
H 3.2731 0.1281 0.5794
Co -0.5706 -0.2308 -2.0280
C -2.5321 -0.6548 -1.6585
C 0.3924 -0.7728 -3.7080
C -1.2075 1.0184 -3.1586
H 0.7997 -0.0191 -4.4138
H 1.1985 -1.4944 -3.5052
H -0.3513 -1.3010 -4.3344
H -3.2302 0.2092 -1.5413
H -2.8669 -1.1736 -2.5984
H -2.6697 -1.3522 -0.7967
H -0.3966 1.5326 -3.7895
H -2.0217 1.6416 -2.6734
F 0.0494 1.6094 5.5374
C 0.4160 0.3698 5.2255
F 1.6997 0.1787 5.6276
F -0.3523 -0.4884 5.9108
C 0.2849 0.0608 3.7137
O -0.3278 0.9055 2.9676
O 0.8295 -1.0571 3.3920
*
```

Output
Orbital gap (alpha / beta) in eV: 4.6 / 7.1
ΔE to the lowest compared entry with this formula, charge and spin in kcal per mole: 16.9
Expectation value of S²: 20.036
M in g/mol: 411.53
F_max in hartree/bohr: 0.0978
E in hartree: -3136.500108

***

[2]
# C6H11ClN2

A cluster of 2 separate species, C6H11ClN2 in total (ωB97M-V with the def2-TZVPD basis set, OMol25).

The geometry in ORCA input format:
```
! RIJCOSX wB97M-V def2-TZVPD def2/J DEFGRID3
* xyz 0 1
C -1.5237 -2.5818 0.3314
C -1.6635 -1.1544 0.8879
N -0.7588 -0.1971 0.2647
C -1.0436 0.7172 -0.6382
C 0.1027 1.4749 -0.9357
N 1.1450 0.8925 -0.2547
C 0.6391 -0.1748 0.4013
C 2.5272 1.1196 -0.4313
H -1.6918 -2.5009 -0.7425
H -2.0593 -3.3971 0.8178
H -0.5536 -3.0741 0.2632
H -1.4488 -1.0411 1.9505
H -2.6635 -0.7382 0.7654
H -2.0064 0.8928 -1.0950
H 0.2883 2.3689 -1.5125
H 1.2710 -0.8296 0.9829
H 2.8312 1.8245 0.3426
H 2.6880 1.5644 -1.4133
H 3.1187 0.2062 -0.3692
Cl 0.8018 4.6280 0.3848
*
```

Output
Orbital gap in eV: 6.4
ΔE to the lowest compared entry with this formula, charge and spin in kcal per mole: 25.9
M in g/mol: 146.62
F_max in hartree/bohr: 0.0846
E in hartree: -804.860406

***

[3]
# C6H11ClO7S

A cluster of 2 separate species, C6H11ClO7S in total (ωB97M-V with the def2-TZVPD basis set, OMol25).

The geometry in ORCA input format:
```
! RIJCOSX wB97M-V def2-TZVPD def2/J DEFGRID3
* xyz 0 1
C -1.4558 2.1274 -1.5316
C -0.0620 1.5223 -1.3193
O 0.9753 2.4939 -1.1443
C 0.8672 3.3325 -0.0614
O 0.2818 2.6724 1.0764
S 1.2740 2.2405 2.2638
O 0.6201 2.6119 3.4886
O 1.1428 0.6002 2.0768
Cl -0.3742 -0.0643 2.4064
H -1.4450 3.2086 -1.3545
H -2.1860 1.6990 -0.8384
H -1.8107 1.9603 -2.5504
H 0.2641 0.9512 -2.1895
H -0.0591 0.8343 -0.4705
H 1.8864 3.6562 0.1803
H 0.2324 4.2031 -0.2567
C -0.1585 -4.3896 0.0324
C 0.7891 -3.3481 0.6039
O 0.4758 -2.1952 -0.1820
C -0.7807 -2.3287 -0.6653
O -1.3972 -1.4714 -1.2077
O -1.2393 -3.5817 -0.4415
H -0.5341 -5.0987 0.7643
H 0.2742 -4.9252 -0.8140
H 0.5782 -3.1218 1.6503
H 1.8412 -3.5895 0.4838
*
```

Output
Orbital gap in eV: 9.8
M in g/mol: 262.67
F_max in hartree/bohr: 0.0086
E in hartree: -1620.190481